Record 1
Density functional theory data (ωB97M-V/def2-TZVPD) for C4H8Si as an isolated structure.

Gap between HOMO and LUMO (spin up / spin down)   6.328 / 8.113 eV
Total energy   -446.4511 a.u.
LUMO level (spin up / spin down)   1.066 / -2.169 eV
HOMO level (spin up / spin down)   -5.2619 / -10.2822 eV
ΔE to the lowest compared entry with this formula, charge and spin   1.177 eV
<S²>   2.01
Spin multiplicity   3

Structure (XYZ):
```
13
Properties=species:S:1:pos:R:3:mulliken_charge:R:1
C -1.154 1.023 0.097 -0.292
C 0.053 1.528 0.182 -0.428
C -1.241 -0.405 -0.231 -0.667
C 0.413 -1.204 0.272 -0.747
Si 1.475 0.312 -0.102 0.286
H -2.064 1.634 -0.166 0.284
H 0.214 2.642 0.403 0.376
H -1.923 -1.089 0.233 0.381
H -1.392 -0.623 -1.279 0.350
H 0.429 -1.388 1.357 0.359
H 0.359 -2.048 -0.473 0.335
H 1.884 0.423 -1.652 -0.089
H 2.521 0.957 0.639 -0.148
```

---

Record 2
Density functional theory data (ωB97M-V/def2-TZVPD) for the molecule C4H8O2.

Gap between HOMO and LUMO   11.195 eV
Total energy   -307.6376 a.u.
SMILES   C[C@H]1O[C@H]1CO
LUMO level   0.991 eV
HOMO level   -10.2033 eV
ΔE to the lowest compared entry with this formula, charge and spin   2.037 eV
Spin multiplicity   1

Structure (XYZ):
```
14
Properties=species:S:1:pos:R:3:mulliken_charge:R:1
C 1.871 0.345 -0.160 -1.298
C 0.915 -0.628 0.477 0.235
O 0.063 -0.126 1.500 -0.440
C -0.540 -0.595 0.304 -0.084
C -1.291 0.406 -0.531 -0.432
O -2.548 0.715 0.035 -0.499
H 1.405 1.323 -0.307 0.364
H 2.219 -0.035 -1.127 0.282
H 2.742 0.481 0.489 0.326
H 1.351 -1.601 0.714 0.401
H -1.074 -1.544 0.430 0.369
H -1.397 0.017 -1.558 0.225
H -0.744 1.351 -0.585 0.234
H -2.973 -0.109 0.317 0.318
```

---

Record 3
Density functional theory data (ωB97M-V/def2-TZVPD) for a 2-piece molecular cluster, C16H35N2O2S overall.

Total charge   +1
Gap between HOMO and LUMO   5.642 eV
Total energy   -1288.2813 a.u.
LUMO level   -3.886 eV
HOMO level   -9.5280 eV
ΔE to the lowest compared entry with this formula, charge and spin   7.883 eV
Spin multiplicity   1

Structure (XYZ):
```
56
Properties=species:S:1:pos:R:3:mulliken_charge:R:1
C 7.430 -1.862 0.806 -0.485
C 6.043 -1.275 0.993 -0.038
S 5.445 -0.208 -0.476 0.118
C 4.152 0.944 0.303 -0.551
C 2.912 0.153 1.027 -0.348
C 1.616 0.257 -0.025 -0.518
C 0.246 -0.429 0.564 -0.299
C 0.195 -2.074 0.269 -0.329
N -1.245 -2.486 0.490 -0.466
C 4.704 -1.281 -1.820 -0.617
C 3.731 -2.490 -1.292 0.328
C 4.523 -3.804 -0.696 0.252
O 4.211 -4.164 0.580 -0.493
O 5.500 -4.631 -1.427 -0.466
H 7.921 -1.903 -0.282 0.210
H 8.055 -2.321 1.687 0.271
H 5.371 -1.487 1.941 0.329
H 4.719 1.534 1.171 0.354
H 3.717 1.734 -0.443 0.442
H 2.650 0.759 2.018 0.419
H 3.139 -0.956 1.324 0.135
H 1.882 -0.210 -1.090 0.105
H 1.419 1.413 -0.192 0.390
H -0.686 0.006 -0.042 0.018
H 0.024 -0.199 1.693 0.226
H 0.479 -2.308 -0.851 0.162
H 0.960 -2.659 0.942 0.192
H -1.673 -2.935 -0.349 0.229
H -1.345 -3.192 1.268 0.240
H 4.130 -0.568 -2.572 0.447
H 5.613 -1.771 -2.417 0.397
H 3.137 -2.879 -2.251 0.442
H 2.917 -2.172 -0.513 -0.492
H 5.305 -5.616 -1.334 0.381
C -4.397 -0.133 0.751 -1.164
C -4.785 1.307 1.075 -0.445
N -4.098 2.304 0.248 0.181
C -4.243 3.672 0.753 -0.669
C -5.644 4.276 0.761 -0.971
C -4.237 2.154 -1.202 -0.662
C -5.645 2.154 -1.782 -1.018
H -3.312 -0.272 0.808 0.163
H -4.860 -0.813 1.475 0.438
H -4.738 -0.436 -0.244 0.277
H -4.524 1.478 2.127 0.453
H -5.872 1.404 1.002 0.256
H -3.576 4.340 0.189 0.337
H -3.857 3.698 1.780 0.397
H -5.973 4.552 -0.242 0.216
H -5.639 5.196 1.357 0.401
H -6.385 3.605 1.207 0.269
H -3.749 1.217 -1.497 0.248
H -3.647 2.930 -1.707 0.424
H -6.334 1.517 -1.220 0.239
H -5.618 1.769 -2.808 0.391
H -6.064 3.162 -1.835 0.257
```

---

Record 4
Density functional theory data (ωB97M-V/def2-TZVPD) for a 11-piece molecular cluster, C11H44O11 overall.

Gap between HOMO and LUMO   9.490 eV
Total energy   -1273.0112 a.u.
SMILES   CCO.CCO.CCO.CO.CO.CO.CO.CO.O.O.O
LUMO level   0.218 eV
HOMO level   -9.2726 eV
ΔE to the lowest compared entry with this formula, charge and spin   0.000 eV
Spin multiplicity   1

Structure (XYZ):
```
66
Properties=species:S:1:pos:R:3:mulliken_charge:R:1
C -0.112 -0.737 -5.976 -1.255
C 0.078 -0.911 -4.485 -0.101
O -0.912 -1.802 -3.968 -0.540
H 0.169 -1.636 -6.527 0.306
H 0.536 0.029 -6.414 0.389
H -1.119 -0.392 -6.210 0.281
H -0.044 0.067 -4.006 0.148
H 1.045 -1.307 -4.171 0.454
H -0.466 -2.549 -3.572 0.260
C -0.379 2.474 4.676 -1.262
C 0.841 1.761 4.088 0.573
O 2.008 2.530 4.343 -0.556
H -0.356 3.553 4.559 0.308
H -0.425 2.192 5.731 0.415
H -1.311 2.076 4.265 0.333
H 0.772 1.671 3.002 -0.321
H 0.906 0.739 4.473 0.240
H 2.320 2.414 5.246 0.287
C -0.485 -0.744 -0.724 -0.614
C 0.287 -0.144 0.443 -0.069
O 1.252 0.758 -0.081 -0.399
H -1.056 0.004 -1.273 0.115
H -1.139 -1.567 -0.414 0.385
H 0.179 -1.259 -1.423 0.110
H 0.709 -1.000 0.973 0.121
H -0.452 0.321 1.103 0.251
H 0.791 1.602 -0.194 0.185
C 4.039 1.959 1.269 -0.273
O 4.478 2.416 2.561 -0.573
H 4.768 2.252 0.521 0.292
H 3.902 0.879 1.311 0.191
H 3.072 2.425 1.071 0.053
H 3.712 2.346 3.140 0.339
C -4.084 -0.906 0.407 -0.502
O -3.991 0.283 -0.369 -0.510
H -3.329 -0.857 1.197 0.159
H -5.053 -0.913 0.913 0.263
H -3.980 -1.808 -0.194 0.241
H -3.705 0.031 -1.263 0.464
C -3.452 0.919 -3.549 -0.773
O -3.232 -0.372 -2.954 -0.543
H -2.531 1.501 -3.615 0.260
H -3.818 0.760 -4.564 0.312
H -4.174 1.460 -2.945 0.331
H -2.594 -0.821 -3.525 0.257
C -1.019 3.599 0.869 -0.364
O -0.318 3.227 -0.295 -0.491
H -0.814 4.631 1.172 0.316
H -2.109 3.527 0.776 0.315
H -0.730 2.941 1.687 -0.055
H -0.567 3.833 -0.998 0.256
C 2.473 -3.111 3.703 -0.618
O 1.336 -2.980 2.876 -0.527
H 3.180 -3.801 3.240 0.253
H 3.041 -2.179 3.781 0.285
H 2.252 -3.479 4.706 0.323
H 0.679 -2.366 3.208 0.268
O 3.451 -0.790 -0.832 -0.649
H 3.311 -1.650 -0.412 0.314
H 2.710 -0.240 -0.517 0.363
O -2.761 -3.510 -2.239 -0.620
H -1.810 -3.431 -2.313 0.295
H -3.100 -2.657 -2.536 0.340
O 2.549 -3.469 0.209 -0.615
H 2.376 -3.489 1.162 0.314
H 2.202 -4.303 -0.122 0.265
```

---

Record 5
Density functional theory data (ωB97M-V/def2-TZVPD) for a 2-piece molecular cluster, C8H12O2 overall.

Total charge   +1
Gap between HOMO and LUMO (spin up / spin down)   9.103 / 5.376 eV
Total energy   -462.1603 a.u.
LUMO level (spin up / spin down)   -4.418 / -8.133 eV
HOMO level (spin up / spin down)   -13.5205 / -13.5097 eV
ΔE to the lowest compared entry with this formula, charge and spin   0.805 eV
<S²>   0.76
Spin multiplicity   2

Structure (XYZ):
```
22
Properties=species:S:1:pos:R:3:mulliken_charge:R:1
C 2.160 -1.658 -0.581 -0.281
O 2.751 -1.330 0.665 -0.468
H 2.029 -1.237 1.301 0.281
H 1.723 -2.663 -0.613 0.280
H 2.995 -1.577 -1.293 0.304
H 1.429 -0.994 -1.032 -0.083
C -0.534 1.095 -2.690 -1.483
C -0.804 0.185 1.348 0.376
C -1.387 -0.731 0.415 -0.161
C -0.231 1.399 1.007 -0.461
C -1.466 -0.370 -0.922 -0.645
C -0.266 1.713 -0.322 -0.325
C -0.770 0.785 -1.286 0.738
O -0.564 -0.381 2.571 -0.424
H -1.350 -0.281 3.137 0.371
H -1.831 -1.584 0.916 0.439
H 0.151 2.130 1.689 0.477
H -1.883 -1.016 -1.680 0.435
H 0.167 2.671 -0.573 0.465
H 0.503 1.408 -2.871 0.383
H -1.127 1.918 -3.117 0.399
H -0.758 0.279 -3.379 0.384
```